[1]
The following is a quantum chemistry calculation of a cluster of 8 separate species, C34H62F12N2O10 in total at a distorted geometry, from the Open Molecules 2025 dataset.

Last column: Mulliken charge in e.
CARTESIAN COORDINATES (ANGSTROEM)
C: 9.6778 -9.9147 4.9202  -1.1038
C: 10.6598 -10.7752 4.1921  -0.1985
O: 10.9173 -11.9905 4.8207  -0.3212
C: 10.1925 -13.1172 4.5857  0.3880
O: 9.1574 -13.1604 3.8720  -0.5267
C: 10.5265 -14.3430 5.4766  0.8792
F: 11.6901 -14.8268 5.0904  -0.2502
F: 10.6088 -14.0025 6.7678  -0.2395
F: 9.6355 -15.3293 5.3594  -0.2306
H: 9.6393 -8.9103 4.4987  0.3751
H: 9.8514 -9.9435 5.9959  0.3097
H: 8.6681 -10.2691 4.7129  0.2914
H: 11.6157 -10.2526 4.1582  0.2959
H: 10.4010 -11.0254 3.1632  0.3313
C: -0.4659 0.9929 1.5943  -1.1041
C: -0.0660 -0.1559 2.5886  -0.2692
O: 0.7544 -1.0665 1.8219  -0.2012
C: 1.1787 -2.2031 2.3826  0.3866
O: 1.0351 -2.4934 3.6122  -0.5652
C: 2.0171 -3.1146 1.4678  0.8495
F: 2.3873 -2.4796 0.3390  -0.2365
F: 3.0980 -3.4941 2.0875  -0.2369
F: 1.3610 -4.2074 1.1546  -0.2428
H: -1.0746 1.7408 2.1025  0.3803
H: -1.0258 0.5962 0.7474  0.3014
H: 0.4307 1.4894 1.2235  0.2951
H: -0.9246 -0.7461 2.9090  0.3070
H: 0.4255 0.1621 3.5080  0.3346
C: 3.2748 -0.3193 -12.0614  -1.1095
C: 3.3703 0.4938 -10.7287  -0.2358
O: 2.0564 0.4429 -10.1509  -0.1779
C: 1.8755 1.1338 -8.9573  0.3013
O: 2.6799 1.8028 -8.3385  -0.5046
C: 0.4297 1.0146 -8.4946  0.8556
F: -0.2049 2.1603 -8.6153  -0.2287
F: -0.2386 0.0581 -9.2055  -0.2434
F: 0.3436 0.6324 -7.1820  -0.2494
H: 4.2360 -0.8094 -12.2164  0.3537
H: 2.9889 0.2504 -12.9456  0.2954
H: 2.5928 -1.1635 -11.9605  0.3222
H: 3.8520 1.4705 -10.7744  0.3645
H: 4.0308 -0.1544 -10.1529  0.2567
C: 2.3763 -0.4840 9.8841  -1.1043
C: 3.6435 -0.0198 9.1806  -0.2089
O: 3.4003 1.2551 8.5613  -0.2637
C: 3.3464 2.4466 9.2480  0.4061
O: 3.3737 2.4839 10.4699  -0.5229
C: 3.2197 3.6682 8.3047  0.7966
F: 4.3605 4.3788 8.3519  -0.2337
F: 3.0067 3.3155 6.9775  -0.2326
F: 2.1880 4.4123 8.7123  -0.2261
H: 2.5068 -1.5374 10.1316  0.3681
H: 1.4834 -0.5053 9.2593  0.3184
H: 2.1439 0.0869 10.7831  0.3035
H: 3.9636 -0.6702 8.3666  0.3199
H: 4.4644 -0.0540 9.8970  0.2795
C: -5.2054 -8.3102 -1.0913  -1.3383
C: -4.7223 -7.1994 -0.2207  -0.3598
N: -5.2180 -5.8815 -0.7145  0.0038
C: -4.8339 -4.8569 0.3089  -0.4904
C: -5.7921 -3.6426 0.1889  -1.2790
C: -4.8640 -5.5142 -2.0653  -0.6639
C: -3.3857 -5.5822 -2.4929  -1.0294
H: -4.6583 -8.4354 -2.0257  0.2834
H: -6.2398 -8.2290 -1.4253  0.3339
H: -5.0767 -9.1932 -0.4653  0.4019
H: -5.0905 -7.3486 0.7943  0.3937
H: -3.6346 -7.1424 -0.1795  0.3655
H: -4.8493 -5.2185 1.3371  0.4394
H: -3.7760 -4.7323 0.0781  0.2707
H: -6.8492 -3.9077 0.1754  0.3061
H: -5.6555 -2.9345 1.0063  0.4085
H: -5.5686 -3.0630 -0.7068  0.3064
H: -5.3160 -4.5632 -2.3472  0.3991
H: -5.4664 -6.1570 -2.7072  0.3417
H: -2.9932 -6.5979 -2.5404  0.2462
H: -2.7379 -4.9705 -1.8651  0.2573
H: -3.2941 -5.1480 -3.4885  0.4042
C: -5.9306 8.4623 -4.3680  -1.3364
C: -5.3175 9.5782 -3.4614  -0.3662
N: -4.2371 9.0204 -2.5773  0.0060
C: -3.6941 10.1012 -1.6375  -0.5624
C: -4.7129 10.7244 -0.6534  -1.2313
C: -3.1385 8.2653 -3.1959  -0.7339
C: -2.3899 9.0304 -4.3339  -1.0155
H: -6.7325 8.7765 -5.0361  0.4051
H: -6.4404 7.7091 -3.7672  0.3330
H: -5.1882 7.9914 -5.0124  0.2850
H: -4.8706 10.2918 -4.1537  0.2797
H: -6.1424 10.0095 -2.8943  0.3793
H: -2.9485 9.6839 -0.9607  0.3915
H: -3.1387 10.8426 -2.2119  0.3889
H: -5.4548 11.2507 -1.2539  0.3217
H: -5.1781 9.9159 -0.0894  0.2733
H: -4.2150 11.4891 -0.0572  0.4077
H: -3.5376 7.2996 -3.5062  0.3953
H: -2.4397 8.0184 -2.3966  0.4306
H: -1.5756 9.6682 -3.9899  0.3406
H: -3.0717 9.6303 -4.9367  0.2411
H: -1.8377 8.3252 -4.9550  0.3670
C: 5.9759 2.5456 -1.0877  -1.0121
C: 6.6653 1.7565 -0.0630  0.8226
C: 6.4149 2.0789 1.3600  -1.0072
O: 7.5935 0.9563 -0.3763  -0.5827
H: 6.1166 2.1384 -2.0890  0.3054
H: 6.3448 3.5675 -1.1765  0.2818
H: 4.9118 2.4857 -0.8595  0.3069
H: 6.5956 1.2829 2.0824  0.3164
H: 5.3496 2.2704 1.4885  0.3051
H: 7.0383 2.9060 1.6996  0.2643
C: -9.9379 6.9015 0.5269  -1.0034
C: -9.7295 5.3898 0.2112  0.7134
C: -8.3329 4.8609 0.1315  -0.9302
O: -10.6693 4.6111 0.3410  -0.5589
H: -10.8669 6.9553 1.0944  0.3137
H: -10.1393 7.4522 -0.3918  0.2662
H: -9.0854 7.2667 1.0998  0.3416
H: -8.1691 4.2876 1.0439  0.2660
H: -7.6222 5.6857 0.0790  0.2840
H: -8.1701 4.1952 -0.7161  0.3072

## Properties
electronic energy = -92325.7552 eV
ΔE to the lowest compared entry with this formula, charge and spin = 3.2 kcal per mole
gap between HOMO and LUMO = 0.3049 Ha
HOMO level = -0.2987 hartree



[2]
The following is a quantum chemistry calculation of a cluster of 2 separate species, C4H13NOS in total at a distorted geometry, from the Open Molecules 2025 dataset.

Last column: Mulliken charge in e.
CARTESIAN COORDINATES (ANGSTROEM)
N: 2.0918 0.5426 0.9912  -0.4196
C: 1.6982 -0.7837 0.5273  -0.5787
C: 0.3495 -1.2732 1.0586  -0.6132
C: -0.7600 -0.2190 1.0041  -0.4538
C: -1.2289 0.1267 -0.3810  -0.5672
S: -1.8526 -1.1854 -1.4692  -0.2857
H: 3.0704 0.6213 1.1930  0.2036
H: 1.5479 0.9252 1.7515  0.1940
H: 1.6569 -0.8947 -0.5555  0.2504
H: 2.4596 -1.5182 0.8239  0.3387
H: 0.0583 -2.1861 0.5371  0.2947
H: 0.5059 -1.5171 2.1144  0.3312
H: -0.3963 0.7124 1.4582  0.3050
H: -1.5432 -0.5338 1.6867  0.3367
H: -0.4245 0.4709 -1.0477  0.1301
H: -2.0856 0.7993 -0.3363  0.4291
H: -2.6301 -1.9242 -0.6930  0.1016
O: 1.2811 3.3176 -0.3098  -0.6714
H: 1.4096 2.3709 -0.1193  0.3490
H: 1.4110 3.2812 -1.2635  0.3255

## Properties
electronic energy = -18731.4346 eV
ΔE to the lowest compared entry with this formula, charge and spin = 13.3 kcal per mole
gap between HOMO and LUMO = 0.3616 Ha
HOMO level = -0.3306 hartree



[3]
The following is a quantum chemistry calculation of a structure of composition C54H39BrNO7P2SSeTc at a distorted geometry, from the Open Molecules 2025 dataset.

Last column: Mulliken charge in e.
CARTESIAN COORDINATES (ANGSTROEM)
Tc: 0.4362 1.0362 0.4488  -0.2505
O: -0.5740 1.6034 -2.4887  -0.8331
S: -0.1193 0.4316 -1.7599  2.3840
C: -1.3799 -0.8557 -1.7339  0.8526
C: -1.2493 -2.1200 -2.2674  0.1632
C: -2.3536 -2.9734 -2.3766  -1.0309
C: -3.5819 -2.5033 -1.9754  0.2002
C: -4.9555 -3.1716 -2.0988  -0.8529
C: -5.8850 -2.1339 -1.4288  -0.9799
C: -5.0283 -0.9198 -1.1345  0.1902
C: -5.3332 0.3637 -0.7428  -1.2959
C: -4.2710 1.2362 -0.4381  -0.3185
C: -2.9632 0.9244 -0.6014  -0.3551
P: -1.7626 1.9962 0.2575  3.1413
C: -2.3608 1.7591 2.0266  0.8592
C: -1.5908 2.9298 4.0226  -0.6421
C: -1.8087 2.0241 4.9847  -0.6078
C: -2.3876 0.6883 5.1796  -0.4414
C: -3.0156 -0.1973 4.4179  -1.2755
C: -3.2837 -0.1160 2.9021  1.7514
C: -2.0746 3.7369 -0.0067  0.7983
C: -3.2184 4.3525 0.5138  -0.2675
C: -3.5008 5.6550 0.2194  -1.0282
C: -2.5900 6.3959 -0.5249  -0.6413
C: -1.4497 5.8333 -1.0498  -0.9116
C: -1.1970 4.4928 -0.8055  -0.5742
C: -2.6154 -0.3243 -1.2247  -1.6222
C: -3.6858 -1.2188 -1.4431  0.8797
C: 1.1133 -0.3911 -2.6549  -0.8395
C: 0.8571 -0.3071 -3.9869  -0.1613
C: 1.4556 -1.0588 -4.9641  -1.5282
C: 2.3772 -1.9847 -4.5372  0.4829
C: 3.2376 -2.9262 -5.2895  -0.9878
C: 4.3036 -3.4621 -4.2618  -0.8531
C: 3.8962 -2.8730 -2.9394  0.3541
C: 4.4252 -2.9949 -1.6867  -1.5570
C: 3.9188 -2.1742 -0.6869  -0.1521
C: 2.8087 -1.3450 -0.8588  -0.7928
P: 2.5065 -0.2030 0.4923  1.8904
C: 3.0274 -0.9007 2.0641  1.0351
C: 3.0949 -2.2899 2.3012  -0.1848
C: 3.3571 -2.6926 3.6094  -1.0629
C: 3.6720 -1.7728 4.5867  -0.6786
C: 3.6096 -0.4275 4.3402  -0.7997
C: 3.3096 0.0217 3.0748  -0.8233
C: 3.9694 0.8396 0.0615  0.0752
C: 5.2019 0.4187 0.3972  -0.6904
C: 6.3549 0.5573 -0.4345  -0.8777
C: 6.2915 1.0850 -1.6723  -0.8255
C: 5.0493 1.7416 -2.0676  -0.9144
C: 3.8640 1.6562 -1.1729  0.4098
C: 2.1988 -1.2186 -2.1363  0.1660
C: 2.8066 -2.0039 -3.1616  0.4455
H: -0.3588 -2.3705 -2.8097  0.3871
H: -2.2625 -3.9716 -2.8643  0.4733
H: -5.0113 -4.1653 -1.6903  0.3794
H: -5.1554 -3.2733 -3.1946  0.3190
H: -6.3266 -2.5491 -0.5185  0.2289
H: -6.7183 -1.9128 -2.0598  0.3852
H: -6.3170 0.7462 -0.6894  0.5655
H: -4.4999 2.2080 -0.0456  0.5003
H: -1.1847 3.9113 4.2070  0.6069
H: -1.4721 2.3745 5.9305  0.3699
H: -2.2968 0.4109 6.2229  0.4232
H: -3.3525 -1.1393 4.8131  0.5160
H: -4.1479 -1.1794 1.3093  -0.3768
H: -3.9067 3.7786 1.1676  0.0463
H: -4.4141 6.0680 0.5524  0.5396
H: -2.8986 7.4096 -0.7871  0.3711
H: -0.7328 6.4360 -1.6166  0.4179
H: -0.3762 4.0101 -1.3056  0.3891
H: 0.0846 0.4046 -4.2946  0.7109
H: 1.1124 -0.9898 -5.9799  0.4394
H: 3.6055 -2.4601 -6.1797  0.4373
H: 2.6703 -3.7803 -5.6757  0.2849
H: 5.3063 -3.1342 -4.5589  0.2780
H: 4.2766 -4.5695 -4.2497  0.3192
H: 5.2685 -3.6337 -1.5261  0.5673
H: 4.4675 -2.1933 0.2302  0.7546
H: 2.7962 -3.0459 1.5693  0.4881
H: 3.3664 -3.7188 3.9241  0.4812
H: 3.8963 -2.1202 5.5889  0.4113
H: 3.9234 0.2963 5.1072  0.4180
H: 3.2513 1.0435 2.8256  0.5566
H: 5.3170 -0.1944 1.2637  0.5844
H: 7.3219 0.0952 -0.1267  0.3547
H: 7.0632 0.9529 -2.4325  0.4442
H: 4.9846 2.0213 -3.1159  0.5915
H: 2.9108 1.8116 -1.6578  0.9503
Br: 0.3089 -2.5786 0.6388  0.3140
C: -1.0050 -1.7333 1.6627  -0.0615
C: -1.8431 -2.6805 2.3591  -0.9314
C: -3.1530 -2.5346 2.6329  -1.0570
C: -3.9819 -1.3295 2.3538  0.4056
C: -1.9760 0.2731 2.2647  -0.8936
N: -1.0484 -0.3667 1.6518  0.9183
C: -3.7684 1.2839 2.5846  -1.0470
O: -4.8129 1.8609 2.7107  -0.5916
O: -1.7283 2.8238 2.6730  -0.1237
H: -1.3809 -3.6584 2.5201  0.4783
H: -3.6605 -3.3906 3.0348  0.5765
H: -4.9636 -1.4433 2.7868  0.4765
O: 1.3490 2.5373 -0.2098  -0.5076
Se: 1.8908 3.4481 1.3181  0.8995
O: 0.8896 4.6990 1.4390  -0.6233
O: 1.1448 2.1331 2.1928  -0.6807
O: 4.6407 2.8602 -1.2347  -0.5866

## Properties
electronic energy = -239440.7284 eV
spin multiplicity = 4
gap between HOMO and LUMO (spin up / spin down) = 0.2749 / 0.2180 Ha
HOMO level (spin up / spin down) = -0.3786 / -0.3696 hartree
net charge = +1